Entry 1:
Computed, not measured: C2H3O2Tb as an isolated structure in a non-equilibrium geometry, with ωB97M-V with the def2-TZVPD basis set.

**Spin multiplicity**: 7
**Calculated total energy**: -1052.64610 Ha

```
8
C2H3O2Tb (ωB97M-V with the def2-TZVPD basis set)
O -0.2915 -1.3203 -0.4214
Tb 1.0987 0.5617 -0.5386
O 0.9956 -1.3385 0.3318
C -1.8485 0.2262 0.3406
C -1.0730 1.3706 0.0384
H -2.9039 0.1270 0.0349
H -1.6811 -0.2278 1.3317
H -1.5751 1.9966 -0.7250
```

***

Entry 2:
Computed, not measured: an isolated ion of composition C2H3O3S and charge -1 in a non-equilibrium geometry, with ωB97M-V with the def2-TZVPD basis set.

**Charge**: -1
**SMILES**: C=CS(=O)(=O)[O-]
**Energy above the lowest of the compared OMol25 structures with the same formula, charge and spin**: 31.6 kcal per mole

```
9
C2H3O3S (ωB97M-V with the def2-TZVPD basis set)
C 0.3406 0.4370 1.3008
C -0.2616 -0.4184 0.5494
S -0.2158 -0.1181 -1.2994
O -1.6639 0.0948 -1.4826
O 0.2610 -1.3110 -1.9601
O 0.6385 1.0452 -1.4538
H 0.4537 0.3382 2.3935
H 1.0249 1.2146 1.0090
H -0.5775 -1.2824 0.9432
```

***

Entry 3:
Computed, not measured: a 2-piece molecular cluster, C2H3O3S overall in a non-equilibrium geometry, with ωB97M-V with the def2-TZVPD basis set.

**Charge**: -1
**Energy above the lowest of the compared OMol25 structures with the same formula, charge and spin**: 45.9 kcal per mole

```
9
C2H3O3S (ωB97M-V with the def2-TZVPD basis set)
C -0.4598 0.7491 1.1199
C 0.0047 -0.7073 -0.4201
O -1.6302 0.9508 0.7915
O 0.5501 1.0300 1.7277
O -0.8216 -0.6947 -1.5107
S 1.6422 -0.2976 -0.7129
H -0.0111 -1.5969 0.1965
H -1.1400 0.1843 -1.6730
H 1.8656 0.3823 0.4810
```